*w*
Computed, not measured: 8 unconnected molecules or ions with the total composition C48H120N8O16, with ωB97M-V with the def2-TZVPD basis set.

Positions of all 192 atoms, in Å:
C  0.28  2.54  -0.88
O  1.04  1.33  -0.54
C  1.98  1.57  0.45
C  2.27  0.28  1.13
N  1.25  -0.19  2.05
C  1.43  -1.63  2.28
C  0.37  -2.02  3.28
O  -0.99  -1.76  2.92
C  -1.86  -1.67  4.04
H  0.95  3.39  -0.96
H  -0.37  2.85  -0.06
H  -0.15  2.46  -1.88
H  1.75  2.36  1.16
H  2.82  1.95  -0.13
H  3.15  0.57  1.72
H  2.50  -0.52  0.43
H  0.34  0.01  1.66
H  2.40  -1.74  2.77
H  1.23  -2.08  1.31
H  0.70  -1.53  4.20
H  0.56  -3.06  3.55
H  -1.84  -0.68  4.50
H  -1.68  -2.33  4.89
H  -2.84  -1.95  3.67
C  7.71  -5.33  6.81
O  6.65  -5.65  7.71
C  6.92  -6.84  8.44
C  6.06  -6.79  9.74
N  6.54  -5.97  10.88
C  5.52  -5.79  11.91
C  5.81  -4.58  12.88
O  6.14  -3.33  12.18
C  6.20  -2.13  12.92
H  7.45  -5.83  5.88
H  8.73  -5.62  7.08
H  7.72  -4.25  6.63
H  7.94  -6.85  8.82
H  6.74  -7.76  7.88
H  6.07  -7.81  10.12
H  5.08  -6.45  9.41
H  6.98  -5.11  10.57
H  5.38  -6.71  12.48
H  4.55  -5.57  11.46
H  6.63  -4.83  13.55
H  4.95  -4.42  13.54
H  5.42  -2.10  13.68
H  6.08  -1.24  12.31
H  7.12  -2.12  13.50
C  -2.44  -1.00  -6.77
O  -2.75  -2.32  -6.47
C  -2.44  -2.72  -5.13
C  -3.35  -2.17  -3.99
N  -4.80  -2.22  -4.29
C  -5.70  -1.49  -3.39
C  -5.75  -1.99  -1.95
O  -6.56  -1.16  -1.15
C  -7.90  -1.39  -1.19
H  -1.44  -0.60  -6.65
H  -3.04  -0.32  -6.17
H  -2.74  -0.98  -7.82
H  -1.36  -2.65  -4.98
H  -2.68  -3.78  -5.05
H  -3.13  -1.12  -3.78
H  -3.16  -2.66  -3.03
H  -4.94  -1.86  -5.22
H  -6.69  -1.48  -3.83
H  -5.36  -0.45  -3.31
H  -4.79  -1.94  -1.45
H  -6.16  -3.00  -1.90
H  -7.98  -2.46  -0.99
H  -8.34  -1.23  -2.17
H  -8.39  -0.71  -0.50
C  -9.43  -11.50  1.76
O  -9.11  -11.03  3.09
C  -8.66  -9.73  3.30
C  -9.71  -8.66  2.87
N  -10.94  -8.78  3.72
C  -12.08  -8.08  3.18
C  -13.33  -8.69  3.89
O  -13.26  -10.08  3.58
C  -13.89  -10.88  4.56
H  -10.17  -10.86  1.29
H  -9.87  -12.49  1.88
H  -8.54  -11.58  1.13
H  -7.68  -9.53  2.85
H  -8.41  -9.63  4.35
H  -9.95  -8.89  1.83
H  -9.52  -7.60  3.03
H  -11.14  -9.75  3.94
H  -12.21  -8.15  2.10
H  -12.00  -7.01  3.39
H  -14.31  -8.34  3.55
H  -13.27  -8.40  4.94
H  -13.39  -10.86  5.53
H  -13.93  -11.93  4.26
H  -14.92  -10.59  4.74
C  9.31  1.92  -11.42
O  8.60  1.87  -10.20
C  8.33  3.10  -9.56
C  7.60  2.89  -8.20
N  8.35  1.89  -7.43
C  7.60  1.65  -6.21
C  8.41  0.77  -5.27
O  7.99  -0.55  -5.52
C  8.68  -1.47  -4.62
H  9.49  0.92  -11.79
H  10.33  2.24  -11.23
H  8.85  2.56  -12.17
H  7.57  3.61  -10.16
H  9.23  3.72  -9.54
H  6.59  2.53  -8.38
H  7.55  3.92  -7.83
H  8.42  1.07  -8.02
H  6.67  1.12  -6.39
H  7.54  2.64  -5.75
H  8.14  1.15  -4.29
H  9.47  0.95  -5.43
H  8.66  -1.28  -3.54
H  9.72  -1.52  -4.96
H  8.26  -2.47  -4.71
C  -6.52  4.13  -9.42
O  -5.44  3.81  -10.23
C  -5.38  3.91  -11.64
C  -6.28  2.89  -12.45
N  -5.99  2.84  -13.89
C  -6.67  3.95  -14.55
C  -6.57  3.91  -16.06
O  -7.34  2.84  -16.47
C  -7.47  2.60  -17.88
H  -6.97  5.10  -9.64
H  -6.25  4.24  -8.37
H  -7.18  3.29  -9.62
H  -4.34  3.77  -11.96
H  -5.82  4.89  -11.83
H  -7.30  3.20  -12.23
H  -6.07  1.93  -11.97
H  -6.16  1.95  -14.34
H  -6.20  4.83  -14.11
H  -7.70  4.03  -14.19
H  -5.54  3.64  -16.30
H  -6.86  4.89  -16.43
H  -8.45  2.20  -18.15
H  -6.76  1.86  -18.22
H  -7.37  3.53  -18.45
C  1.56  7.47  9.27
O  0.53  6.50  9.14
C  0.94  5.37  8.45
C  -0.16  4.30  8.44
N  -1.29  4.47  7.53
C  -0.89  4.20  6.14
C  -1.97  4.47  5.10
O  -2.28  5.87  5.10
C  -3.38  6.28  4.24
H  2.47  7.02  9.68
H  1.20  8.32  9.85
H  1.83  7.87  8.29
H  1.88  4.93  8.79
H  1.02  5.78  7.44
H  -0.61  4.26  9.43
H  0.25  3.31  8.24
H  -1.66  5.41  7.56
H  -0.64  3.14  6.16
H  0.01  4.74  5.82
H  -2.80  3.77  5.24
H  -1.57  4.23  4.12
H  -4.20  5.59  4.44
H  -3.10  6.27  3.18
H  -3.70  7.29  4.48
C  6.83  3.10  4.82
O  8.07  3.70  4.53
C  8.16  4.99  4.96
C  7.41  6.17  4.16
N  7.84  6.25  2.76
C  6.93  7.17  2.15
C  7.36  7.58  0.70
O  8.61  8.15  0.91
C  9.07  8.81  -0.27
H  6.58  2.29  4.14
H  6.00  3.79  4.69
H  6.79  2.76  5.86
H  9.21  5.28  5.01
H  7.86  5.01  6.01
H  7.62  7.11  4.67
H  6.33  6.01  4.19
H  8.76  6.67  2.64
H  6.71  7.97  2.86
H  6.02  6.58  2.00
H  6.55  8.20  0.31
H  7.47  6.74  0.02
H  8.40  9.58  -0.63
H  9.24  8.07  -1.06
H  10.00  9.31  0.00

As for the SMILES: COCCNCCOC.COCCNCCOC.COCCNCCOC.COCCNCCOC.COCCNCCOC.COCCNCCOC.COCCNCCOC.COCCNCCOC. As for the spin multiplicity: 1. Its HOMO-LUMO gap is 8.842 eV.

***

*x*
Computed, not measured: 8 unconnected molecules or ions with the total composition C48H120N8O16, with ωB97M-V with the def2-TZVPD basis set.

Positions of all 192 atoms, in Å:
C  3.70  -1.04  -1.24
O  2.42  -0.54  -1.58
C  2.33  0.11  -2.81
C  1.01  0.89  -2.92
N  0.51  1.18  -1.57
C  -0.77  1.84  -1.32
C  -0.93  2.19  0.19
O  -0.77  1.01  0.96
C  -0.55  1.33  2.33
H  4.49  -0.31  -1.43
H  3.83  -1.95  -1.84
H  3.70  -1.15  -0.17
H  2.51  -0.61  -3.64
H  3.23  0.77  -2.83
H  0.27  0.26  -3.50
H  1.17  1.80  -3.49
H  0.74  0.47  -0.92
H  -1.69  1.30  -1.57
H  -0.85  2.82  -1.81
H  -1.88  2.70  0.39
H  -0.14  2.95  0.54
H  -1.19  2.12  2.62
H  0.50  1.59  2.51
H  -0.89  0.47  2.90
C  -6.99  -1.20  3.68
O  -6.38  -0.06  3.15
C  -5.41  0.47  3.99
C  -5.01  1.76  3.43
N  -4.10  2.43  4.35
C  -3.48  3.67  3.88
C  -4.47  4.70  3.39
O  -4.98  4.40  2.02
C  -4.32  5.13  1.07
H  -6.32  -1.88  4.13
H  -7.56  -1.56  2.86
H  -7.80  -0.75  4.37
H  -4.53  -0.18  4.14
H  -5.84  0.75  4.98
H  -5.85  2.36  3.08
H  -4.38  1.53  2.57
H  -4.51  2.57  5.23
H  -2.79  3.48  3.08
H  -2.90  4.07  4.73
H  -4.19  5.76  3.43
H  -5.29  4.62  4.07
H  -4.70  6.17  1.06
H  -4.46  4.74  0.04
H  -3.23  5.15  1.26
C  6.55  5.59  6.76
O  5.59  5.30  5.81
C  4.86  6.41  5.38
C  3.90  6.15  4.24
N  2.94  5.05  4.49
C  3.47  3.67  4.20
C  3.37  3.38  2.72
O  4.18  4.24  1.97
C  4.28  4.00  0.57
H  6.20  6.16  7.60
H  7.34  6.18  6.32
H  6.98  4.67  7.18
H  5.57  7.21  5.08
H  4.28  6.77  6.22
H  4.36  5.88  3.27
H  3.32  7.07  4.21
H  2.62  5.02  5.43
H  2.89  2.95  4.67
H  4.51  3.55  4.49
H  2.34  3.47  2.35
H  3.68  2.32  2.63
H  4.46  2.92  0.42
H  5.20  4.50  0.16
H  3.50  4.44  -0.06
C  5.69  -4.08  -0.81
O  6.51  -3.66  -1.91
C  6.91  -4.78  -2.65
C  7.73  -4.39  -3.80
N  9.15  -4.25  -3.38
C  9.97  -3.86  -4.44
C  11.19  -3.07  -4.02
O  10.73  -1.89  -3.49
C  11.48  -1.30  -2.45
H  5.64  -3.30  -0.11
H  6.17  -4.86  -0.33
H  4.69  -4.42  -1.06
H  6.02  -5.37  -2.93
H  7.57  -5.39  -1.95
H  7.38  -3.46  -4.23
H  7.77  -5.18  -4.49
H  9.15  -3.64  -2.54
H  9.47  -3.25  -5.18
H  10.41  -4.73  -4.90
H  11.88  -2.87  -4.88
H  11.66  -3.72  -3.26
H  11.09  -0.37  -2.14
H  12.53  -1.08  -2.78
H  11.47  -2.00  -1.58
C  -7.73  -1.33  -5.21
O  -7.15  -1.25  -3.97
C  -6.13  -0.27  -3.88
C  -5.28  -0.55  -2.66
N  -4.30  0.45  -2.40
C  -4.71  1.79  -1.94
C  -5.31  1.88  -0.56
O  -6.71  1.60  -0.76
C  -7.23  1.48  0.53
H  -8.30  -0.39  -5.43
H  -8.43  -2.19  -5.16
H  -6.94  -1.57  -5.94
H  -6.43  0.77  -3.68
H  -5.45  -0.17  -4.75
H  -4.74  -1.46  -2.92
H  -6.00  -0.70  -1.81
H  -3.60  0.11  -1.79
H  -5.32  2.13  -2.79
H  -3.84  2.37  -1.92
H  -5.17  2.81  -0.03
H  -4.77  1.09  -0.03
H  -7.04  2.38  1.12
H  -6.76  0.61  1.03
H  -8.36  1.44  0.51
C  -1.03  3.33  -4.86
O  -1.57  1.98  -4.97
C  -0.87  1.11  -5.78
C  -1.83  -0.05  -6.21
N  -1.91  -1.00  -5.12
C  -2.95  -2.05  -5.21
C  -2.78  -3.12  -6.24
O  -3.67  -4.21  -6.23
C  -3.45  -5.11  -5.13
H  -0.17  3.30  -4.24
H  -1.80  3.98  -4.37
H  -0.78  3.78  -5.85
H  0.02  0.70  -5.33
H  -0.61  1.68  -6.68
H  -1.26  -0.42  -7.10
H  -2.74  0.37  -6.59
H  -2.16  -0.48  -4.28
H  -3.89  -1.57  -5.49
H  -3.19  -2.56  -4.28
H  -1.77  -3.50  -6.20
H  -2.76  -2.64  -7.22
H  -2.41  -5.24  -4.94
H  -3.89  -6.04  -5.31
H  -3.96  -4.65  -4.26
C  0.05  -2.71  -3.25
O  -0.97  -2.94  -2.27
C  -1.50  -1.80  -1.58
C  -2.31  -2.37  -0.44
N  -3.09  -1.27  0.10
C  -4.15  -1.75  1.06
C  -3.71  -2.37  2.36
O  -2.97  -1.35  3.05
C  -2.39  -1.86  4.20
H  0.47  -3.68  -3.45
H  0.81  -2.02  -2.91
H  -0.39  -2.29  -4.15
H  -2.07  -1.26  -2.31
H  -0.71  -1.15  -1.19
H  -1.65  -2.88  0.26
H  -2.92  -3.18  -0.89
H  -2.54  -0.55  0.57
H  -4.83  -2.49  0.52
H  -4.81  -0.93  1.27
H  -3.10  -3.24  2.15
H  -4.63  -2.78  2.82
H  -1.84  -2.75  3.93
H  -3.13  -2.18  4.94
H  -1.73  -1.13  4.70
C  0.69  -3.39  1.10
O  1.81  -2.80  1.72
C  1.74  -1.40  1.78
C  2.86  -0.92  2.67
N  2.78  -1.42  4.01
C  1.87  -0.68  4.88
C  1.30  -1.49  6.00
O  0.27  -2.41  5.61
C  -0.21  -3.34  6.52
H  0.90  -4.46  0.98
H  0.43  -2.96  0.10
H  -0.20  -3.23  1.77
H  0.76  -1.16  2.17
H  1.84  -0.96  0.75
H  2.77  0.19  2.78
H  3.82  -1.21  2.28
H  2.69  -2.42  3.97
H  1.04  -0.26  4.28
H  2.46  0.10  5.41
H  0.88  -0.83  6.73
H  2.10  -2.02  6.53
H  0.55  -3.88  7.03
H  -0.77  -4.08  5.95
H  -0.96  -2.94  7.24

As for the SMILES: COCCNCCOC.COCCNCCOC.COCCNCCOC.COCCNCCOC.COCCNCCOC.COCCNCCOC.COCCNCCOC.COCCNCCOC. As for the spin multiplicity: 1. Its HOMO-LUMO gap is 8.586 eV.

***

The structure with the greatest stability is *x*.

***

*w*
Computed, not measured: a single C5H3N molecule, with ωB97M-V with the def2-TZVPD basis set.

Positions of all 9 atoms, in Å:
C  -1.34  -0.02  0.26
C  0.48  1.15  -0.47
C  -0.76  0.33  -1.05
C  -0.71  0.62  1.42
C  0.23  -0.12  0.33
N  0.40  1.29  0.95
H  -2.00  -0.72  0.52
H  1.31  1.59  -0.93
H  0.65  -1.03  0.55

As for the spin multiplicity: 1. Its HOMO-LUMO gap is 9.684 eV.

***

*x*
Computed, not measured: a single C5H3N molecule, with ωB97M-V with the def2-TZVPD basis set.

Positions of all 9 atoms, in Å:
C  1.93  -2.08  -0.89
C  1.29  -1.15  -0.47
C  0.55  -0.21  0.15
N  -1.09  -0.22  -0.40
C  -1.79  0.77  -0.12
C  -2.44  1.75  0.27
H  2.47  -2.97  -0.97
H  0.68  0.39  0.99
H  -2.87  2.71  0.33

As for the SMILES: C#C/C=N/C#C. As for the spin multiplicity: 1. Its HOMO-LUMO gap (alpha / beta) is 8.276 / 7.476 eV.

***

The structure with the greatest stability is *x*.

***

*w*
Computed, not measured: 2 unconnected molecules or ions with the total composition C5H3N, with ωB97M-V with the def2-TZVPD basis set.

Positions of all 9 atoms, in Å:
C  -0.07  -0.59  0.90
C  1.03  0.20  0.64
C  -0.71  -1.22  -0.08
C  0.32  0.23  -0.62
C  -0.23  -1.12  -1.35
N  -0.39  -1.44  -2.51
H  -0.81  0.18  2.84
H  1.38  0.92  1.21
H  -0.11  -1.00  -3.42

As for the spin multiplicity: 1. Its HOMO-LUMO gap (alpha / beta) is 7.192 / 7.600 eV.

***

*x*
Computed, not measured: a single C5H3N molecule, with ωB97M-V with the def2-TZVPD basis set.

Positions of all 9 atoms, in Å:
C  0.83  0.22  -0.09
C  0.47  -1.15  -0.03
C  -1.49  0.65  -0.04
C  -0.14  1.16  -0.05
C  -0.35  -2.11  -0.08
N  -2.63  0.45  -0.05
H  1.87  0.40  -0.07
H  1.37  -1.91  0.27
H  0.06  2.30  0.14

As for the spin multiplicity: 1. Its HOMO-LUMO gap is 9.503 eV.

***

*y*
Computed, not measured: a single C5H3N molecule, with ωB97M-V with the def2-TZVPD basis set.

Positions of all 9 atoms, in Å:
C  0.03  1.52  -1.70
C  0.54  0.69  -0.88
C  0.87  -0.20  0.25
C  0.05  -0.87  1.15
C  -1.30  -1.02  0.62
N  -2.39  -0.88  0.14
H  -0.41  2.44  -2.38
H  1.92  -0.21  0.93
H  0.68  -1.46  1.88

As for the SMILES: C#C/C=C\C#N. As for the spin multiplicity: 1. Its HOMO-LUMO gap is 9.225 eV.

***

*z*
Computed, not measured: a single C5H3N molecule, with ωB97M-V with the def2-TZVPD basis set.

Positions of all 9 atoms, in Å:
C  -0.95  -0.94  -0.10
C  -0.80  0.43  0.04
C  0.75  0.60  0.00
C  2.13  0.16  -0.08
C  1.19  -0.85  0.10
N  0.25  -1.71  0.02
H  -1.93  -1.55  -0.13
H  -1.55  1.35  0.10
H  3.23  0.37  0.02

As for the SMILES: c1cc2cc-2n1. As for the spin multiplicity: 1. Its HOMO-LUMO gap is 9.178 eV.

***

The structure with the greatest stability is *y*.

***

*w*
Computed, not measured: a single C5H3N molecule, with ωB97M-V with the def2-TZVPD basis set.

Positions of all 9 atoms, in Å:
C  1.64  -0.25  0.07
C  -0.57  0.46  -0.81
C  0.27  -0.45  0.16
C  -0.83  0.39  0.74
C  -0.99  1.57  -0.01
N  2.78  -0.23  -0.12
H  -0.90  0.19  -1.80
H  0.06  -1.55  0.35
H  -1.46  -0.14  1.40

As for the spin multiplicity: 1. Its HOMO-LUMO gap is 10.257 eV.

***

*x*
Computed, not measured: a molecular structure, C5H3N, with ωB97M-V with the def2-TZVPD basis set.

Positions of all 9 atoms, in Å:
C  0.06  0.75  0.10
C  -1.19  1.05  -0.02
C  0.70  -1.07  0.13
C  1.41  0.22  -0.14
C  -1.87  -0.18  0.45
N  -0.49  -0.68  0.25
H  1.88  0.11  -1.12
H  2.12  0.36  0.54
H  -2.62  -0.57  -0.18

As for the spin multiplicity: 1. Its HOMO-LUMO gap (alpha / beta) is 6.835 / 7.192 eV.

***

The structure with the greatest stability is *w*.